DFT (ωB97M-V with the def2-TZVPD basis set) results for a structure of composition C45H59F6InN3OP2SSi.

XYZ file:
```
119
Properties=species:S:1:pos:R:3:forces:R:3:lowdin_charge:R:1
In 13.72692 11.84890 14.58115 -0.0459 -0.9388 -1.1194 0.52
S 11.58420 7.70057 15.47573 -0.8855 -1.4276 -0.1951 0.52
P 11.02363 11.35439 11.46043 0.4024 0.2516 0.2577 1.11
P 15.19886 13.79092 12.96536 1.2425 1.4275 0.9350 1.07
Si 14.33273 10.70154 12.29244 -0.6762 0.5729 1.9847 0.55
F 12.29478 11.27704 19.18097 -0.2329 0.4671 -0.2034 0.11
F 10.05021 12.67026 19.68672 -0.1466 0.0930 -0.4646 0.12
F 12.15310 12.89483 15.18611 -0.8072 0.8177 -0.2476 -0.43
F 9.72548 15.10775 18.47450 -0.4588 0.5291 0.0013 0.12
F 11.84276 16.27227 17.13749 -0.1818 -0.4523 0.1999 0.10
F 14.13803 14.85170 16.77648 -1.0220 -0.1045 0.5209 0.09
O 14.37070 12.23135 17.68549 -0.5409 0.9189 1.4696 0.02
N 15.81983 7.67602 15.51628 0.1302 -0.0722 1.1973 0.00
N 15.96989 11.42614 16.16345 -0.7739 0.7520 -0.0762 0.07
N 12.99080 10.10977 15.72910 -3.0696 -4.4950 -0.4264 -0.02
C 10.94942 13.15647 18.82484 0.8992 0.7068 -0.0210 -0.13
C 15.01514 16.79867 12.97224 -0.2756 0.7601 0.8040 -0.20
C 13.44428 8.12038 11.75084 0.7511 -0.5059 -0.0290 -0.09
C 12.14063 12.49719 18.62148 0.9166 -1.7321 0.1811 -0.12
C 15.10761 13.85410 8.92153 0.6341 0.5589 0.5792 -0.08
C 8.28289 12.29561 14.49527 -0.0159 -0.4041 0.1413 -0.19
C 11.63334 7.45577 10.36713 -1.5429 0.0622 -0.6722 -0.10
C 17.00212 14.33697 12.92410 0.0013 0.4033 0.5561 -0.45
C 10.84636 14.43024 18.27678 0.0749 -0.2467 0.2718 -0.14
C 14.76939 17.66605 11.71848 -0.2639 -0.1352 0.4072 -0.20
C 14.61935 11.99707 10.95270 -0.0883 -0.6441 -1.0685 -0.29
C 8.83262 9.87614 12.85920 0.2910 0.5351 -0.4906 -0.20
C 9.78491 13.61860 8.30341 0.7395 -0.6099 -0.8203 -0.19
C 17.47110 14.63950 14.35587 -0.1570 -0.2807 0.6141 -0.23
C 13.21563 12.99950 17.89016 0.5206 -0.5247 -0.3602 -0.12
C 12.93921 15.31947 12.28798 0.0403 0.0934 0.2708 -0.19
C 10.68230 13.01312 9.38855 -0.1935 -0.4815 -1.1940 -0.25
C 18.84361 15.31212 14.44548 0.5689 0.2230 -0.7827 -0.19
C 15.09810 13.27446 11.25138 -0.2251 0.2706 -0.4731 -0.42
C 12.34604 9.07950 15.59750 3.1337 4.7132 0.6382 -0.98
C 9.00210 12.44467 13.13327 -0.6027 -1.0000 0.2615 -0.20
C 13.03738 9.46286 11.76510 -0.2761 -1.2555 -0.2664 -0.30
C 12.80894 16.20526 11.03300 -0.2344 0.5123 0.5503 -0.19
C 18.00990 13.34805 12.33182 0.4334 0.9827 -0.5630 -0.19
C 14.40602 11.63954 9.59170 0.0847 0.7796 0.6691 -0.07
C 14.59689 12.60349 8.59171 -0.0673 -0.5061 0.6187 -0.09
C 8.30895 11.51726 8.16446 0.0185 -0.3196 0.0390 -0.20
C 8.13424 9.72786 14.21938 0.3225 -0.7025 -0.4942 -0.21
C 9.78107 11.12034 12.81894 -0.7042 -0.0875 0.9178 -0.41
C 14.26055 15.45532 13.13592 -0.2345 -0.4842 -0.5382 -0.37
C 15.91372 9.75178 12.67451 0.1968 0.3723 -0.3832 -0.21
C 10.21449 11.60255 9.79158 -0.9519 0.2938 0.7748 -0.42
C 19.87640 14.64903 13.48104 0.4641 -0.0438 0.4180 -0.21
C 11.04946 8.71108 10.54371 0.3484 0.4522 0.1867 -0.09
C 12.77622 7.12478 11.02800 0.7837 1.0240 1.0531 -0.09
C 13.29246 17.64950 11.26402 0.3812 -0.2094 -0.1676 -0.20
C 19.33650 14.13865 12.12787 0.2642 -0.5363 0.1940 -0.19
C 8.64708 11.48393 9.66537 1.6117 0.4021 -0.8821 -0.18
C 14.80863 11.90088 16.41758 0.9592 0.5280 -1.2502 -0.47
C 13.08616 14.31406 17.46606 1.7773 -0.6105 -1.0237 -0.14
C 11.92387 15.01523 17.62507 -0.4815 0.5781 -0.1002 -0.13
C 9.22753 12.49049 7.38922 0.0011 0.3826 -0.2113 -0.20
C 7.42297 11.01161 14.64237 -0.1095 0.3488 -0.1660 -0.20
C 11.74099 9.69515 11.26995 -0.1862 -0.0110 -0.5442 -0.38
C 15.43885 14.17929 10.24298 -0.7508 -0.5561 -0.5305 -0.09
H 16.72685 10.44720 12.93798 -0.3350 -0.1610 0.1545 0.02
H 7.43728 8.86768 14.12187 0.0454 0.5851 0.1669 0.11
H 17.47995 13.66250 14.88113 -0.0626 0.4665 -0.0692 0.11
H 7.69489 13.19041 14.70550 -0.3398 -0.0282 -0.1937 0.10
H 18.71454 16.38609 14.17000 0.1713 -0.5770 0.2461 0.11
H 8.89818 9.34625 14.91549 -0.1773 0.5685 0.1529 0.09
H 7.23926 11.72261 8.04898 0.1225 0.3358 -0.1470 0.10
H 15.27616 14.62180 8.17534 -0.0291 -0.1925 -0.2465 0.10
H 14.70034 17.43371 13.84291 0.1997 -0.4872 -0.5969 0.12
H 10.38492 14.32390 7.69877 -0.3684 -0.1651 0.2040 0.11
H 13.18888 6.14054 11.01515 0.1119 -0.5352 -0.1333 0.09
H 7.05504 10.92339 15.67302 0.1127 0.0744 -0.1362 0.10
H 17.02865 15.28056 12.32672 0.1171 -0.6600 0.2031 0.09
H 8.68410 12.93770 6.54681 0.0026 -0.0701 0.1388 0.10
H 20.33294 13.82687 14.05515 -0.3004 -0.1915 -0.3570 0.10
H 11.14540 6.71922 9.73955 -0.1057 -0.0213 0.0091 0.10
H 20.11583 13.55004 11.59415 -0.4081 -0.0637 0.6221 0.11
H 20.74052 15.31060 13.31456 -0.3307 0.1097 -0.0215 0.10
H 10.08734 9.01604 10.09041 0.5969 -0.6216 0.2638 0.10
H 14.36449 7.82111 12.27981 -0.4439 0.2489 -0.4347 0.09
H 11.69382 12.89124 8.99191 0.0925 0.2048 0.1138 0.10
H 12.14762 15.52666 13.02886 -0.0940 0.0103 -0.6694 0.12
H 8.98937 14.18010 8.76666 -0.5080 0.1824 0.0275 0.10
H 16.75391 15.28076 14.87783 -0.1059 -0.1522 0.0619 0.10
H 19.19966 14.96411 11.42575 -0.4494 0.2439 0.1730 0.10
H 10.75504 13.66518 10.23436 -0.0185 0.4337 0.5979 0.07
H 9.00446 12.30172 15.30777 0.5377 -0.1560 -0.0520 0.10
H 14.35035 12.38289 7.56658 -0.0299 -0.0731 -0.2198 0.09
H 10.06230 11.92566 6.90853 -0.3796 0.4109 0.5332 0.11
H 19.28306 15.25196 15.47316 -0.5964 0.2250 -0.7154 0.11
H 12.65625 18.17373 11.99113 0.1505 -0.1742 0.0127 0.11
H 13.20680 18.19545 10.31841 -0.0323 0.0758 0.0973 0.10
H 16.05757 7.08564 16.34070 -0.2266 0.5507 -0.8624 0.02
H 15.87887 15.14129 10.51707 -0.2329 -0.2380 -0.3076 0.10
H 11.73088 16.21442 10.75054 0.7288 -0.0788 -0.0678 0.11
H 16.66282 11.45302 16.88110 0.4338 -0.3250 1.2967 0.03
H 13.40771 15.79967 10.20605 -0.3207 -0.0955 0.1557 0.09
H 8.43315 10.51042 7.74149 0.0761 0.1048 0.1364 0.10
H 8.27325 10.59056 10.11023 -0.2037 -0.7103 0.3230 0.07
H 10.44868 10.98217 13.71987 -0.2760 0.1629 -0.7900 0.11
H 9.68960 13.26961 13.21698 0.4131 0.3567 -0.0886 0.09
H 12.78641 14.28705 11.93297 0.0026 0.1247 0.4322 0.08
H 8.08977 9.89316 12.03842 0.1950 0.2338 0.3363 0.10
H 6.52942 11.12778 14.01395 0.0287 -0.0463 -0.0174 0.10
H 9.44363 8.99451 12.68159 0.0496 -0.1837 0.0293 0.09
H 15.07523 18.68916 12.00490 -0.0906 -0.3265 -0.3509 0.11
H 13.89718 15.44107 14.18530 0.5154 -0.2892 -0.5458 0.09
H 17.64666 12.98535 11.37307 0.1042 -0.2865 -0.0418 0.10
H 14.01905 10.63322 9.39805 0.1593 0.4036 -0.2633 0.11
H 8.16762 12.30880 10.17723 -0.0067 0.2885 0.1661 0.10
H 18.17624 12.51608 13.02183 -0.0961 -0.0517 -0.1249 0.12
H 15.77438 9.02579 13.48610 0.1541 0.2526 -0.2101 0.00
H 14.91513 7.33036 15.19880 -0.0099 0.1884 0.1268 -0.01
H 15.43974 17.34086 10.91235 -0.2569 0.0490 -0.0928 0.09
H 16.10120 16.68871 13.10084 -0.3445 -0.0265 0.0548 0.08
H 15.65554 8.61903 15.91285 -0.0201 -0.6083 -0.4279 0.00
H 16.24344 9.24682 11.76522 0.0826 -0.2830 -0.0324 0.03
H 8.24694 12.71121 12.35878 0.4776 -0.3621 0.2665 0.10
H 10.69776 10.90164 9.10143 -0.2720 -0.0854 0.1654 0.10
```
Forces are in eV/Å.

Values from the calculation:
strongest force on any atom = 0.1108 Eh/bohr
total charge = -1
LUMO energy (alpha / beta) = 2.293 / 2.292 eV
HOMO-LUMO gap (alpha / beta) = 6.796 / 6.796 eV

=====

DFT (ωB97M-V with the def2-TZVPD basis set) results for a structure of composition C45H60As2AuN6P.

XYZ file:
```
115
Properties=species:S:1:pos:R:3:forces:R:3:lowdin_charge:R:1
Au -0.42092 0.85807 -0.47091 -0.1202 -0.5143 -0.0282 0.74
As 0.45290 2.40129 1.14139 -0.2157 0.8737 0.1672 1.23
As 0.29630 2.49881 -2.09394 0.2314 0.1302 -0.0203 1.19
P -1.25058 -2.11933 0.29042 -0.0432 0.2441 0.2980 0.57
N -1.52264 -0.51876 0.22385 -0.0418 -0.2700 -0.2572 -0.33
N -2.72195 -2.78428 0.53349 -0.0689 -0.1247 -0.0975 -0.19
N 4.84764 -0.01408 0.12779 0.0125 -0.0231 0.0099 0.12
N 2.93238 1.02968 0.37800 0.1093 0.0141 -0.0671 0.05
N -0.65192 -2.84731 -1.06430 -0.0297 0.1171 -0.0920 -0.21
N -0.12701 -2.40076 1.46326 0.1584 -0.1379 -0.0488 -0.20
C 4.05072 3.04550 -3.82912 -0.0003 -0.0062 -0.0087 -0.06
C 4.93437 2.44975 -0.19365 -0.0206 0.0310 0.0078 0.00
C 4.55690 1.75386 -3.89285 -0.0025 0.0023 0.0000 -0.06
C -3.65088 4.26006 2.55726 0.0166 0.0152 0.0004 -0.05
C -3.87008 -2.00618 1.05317 0.0110 0.0030 -0.0061 -0.20
C -3.03369 3.35282 -4.41743 -0.0029 -0.0003 0.0064 -0.06
C 3.81634 0.68647 -3.40173 0.0056 -0.0038 -0.0064 -0.06
C 0.01361 -4.29004 3.05669 0.0040 -0.0209 -0.0228 -0.17
C -5.38549 -4.01929 1.02341 0.0079 -0.0129 0.0095 -0.18
C 0.30201 -4.37469 -3.10757 -0.0157 0.0133 0.0027 -0.18
C 0.36510 4.15248 -1.07321 0.0050 -0.0084 0.0422 -0.38
C 2.67749 2.51619 2.99135 -0.0131 0.0819 0.0462 -0.09
C 0.35824 -3.79049 1.66207 -0.0365 -0.0100 -0.0111 -0.19
C 1.10825 1.82719 5.18968 -0.0224 -0.0207 -0.0219 -0.06
C 2.44858 2.14312 5.35637 0.0201 0.0115 -0.0012 -0.05
C -2.98296 -4.22437 0.31106 0.0585 0.0289 0.0980 -0.19
C 0.90572 -2.00100 3.64900 -0.0170 0.0054 0.0162 -0.17
C -0.85755 2.77156 -3.59099 -0.1025 -0.0181 0.0724 -0.38
C -4.76730 -2.90946 1.88400 -0.0101 0.0279 0.0002 -0.18
C -1.25299 2.82658 -5.95351 -0.0094 0.0001 0.0039 -0.06
C -0.21399 -1.59914 2.70355 -0.0250 0.0085 -0.0416 -0.22
C 1.09469 -3.11024 -2.80350 0.0222 -0.0004 -0.0051 -0.18
C 0.53859 1.86624 3.92555 0.0327 -0.0532 0.0300 -0.10
C -2.56850 3.19920 -5.71781 0.0040 0.0017 0.0061 -0.05
C 0.76459 -2.61250 -1.39548 0.0110 -0.0148 0.0441 -0.21
C 0.73224 -3.45214 4.12247 -0.0017 -0.0093 -0.0006 -0.17
C -1.51096 -2.82799 -2.26534 -0.0286 -0.0453 0.0393 -0.20
C -4.43024 -4.42587 -0.10780 0.0081 -0.0453 -0.0148 -0.17
C -2.18096 3.13327 -3.34839 -0.0208 -0.0109 -0.0107 -0.11
C 1.22597 3.89135 0.15135 0.1570 -0.0916 0.0739 -0.38
C 4.21371 1.18140 0.10590 -0.0554 -0.0137 -0.1330 -0.40
C 3.22843 2.49678 4.26188 0.0024 -0.0185 0.0100 -0.05
C -1.30231 4.46067 2.09234 0.0046 -0.0144 -0.0033 -0.10
C 2.56656 0.90822 -2.84301 -0.0025 -0.0094 0.0148 -0.12
C 2.75056 -0.32122 0.58983 0.0021 -0.0354 0.0946 -0.18
C -1.19683 -4.03893 -3.14457 -0.0051 0.0042 -0.0387 -0.16
C -2.42846 2.36137 1.71896 -0.0091 -0.0109 -0.0594 -0.13
C 2.79696 3.27144 -3.27937 -0.0055 0.0243 0.0010 -0.10
C -2.49128 5.02508 2.52344 -0.0226 -0.0210 0.0090 -0.05
C 3.92685 -0.98472 0.43820 -0.0025 -0.0075 -0.0146 -0.07
C 1.33038 2.21098 2.83364 -0.0140 -0.3212 -0.0814 -0.35
C -3.61587 2.93285 2.16191 -0.0054 -0.0254 0.0017 -0.06
C -0.38858 2.61001 -4.88958 0.0293 -0.0019 -0.0123 -0.09
C 2.05787 2.20079 -2.78377 -0.0084 0.0013 -0.0285 -0.39
C -1.26957 3.12834 1.67453 0.0797 0.1135 0.0866 -0.39
H -0.08808 -4.43095 0.90068 0.0331 -0.0045 -0.0085 0.11
H 4.23865 3.21672 -0.52611 0.0034 -0.0174 0.0003 0.06
H -1.34673 -1.88805 -2.80712 0.0145 -0.0310 -0.0224 0.12
H -0.13956 -0.54307 2.44051 0.0270 -0.0105 0.0006 0.06
H 1.71028 -3.88429 4.33832 0.0009 0.0038 -0.0003 0.11
H -3.49577 -1.17670 1.64784 -0.0046 0.0065 -0.0026 0.09
H -4.62050 -3.83350 -1.00716 0.0033 0.0149 0.0096 0.11
H -3.23676 3.36993 -6.55102 0.0002 -0.0003 0.0000 0.12
H 4.20841 -0.32069 -3.46088 -0.0022 0.0020 0.0058 0.11
H 5.46932 2.82220 0.68255 -0.0088 0.0022 0.0017 0.09
H 1.38305 -3.14052 -0.66934 0.0039 0.0297 0.0201 0.10
H -4.51580 2.33308 2.19569 -0.0003 0.0009 -0.0022 0.11
H -4.43106 -1.58035 0.21502 -0.0202 0.0166 0.0243 0.12
H -2.29744 -4.59500 -0.44844 -0.0001 -0.0011 -0.0158 0.10
H 0.72776 4.97837 -1.68402 0.0837 -0.0480 -0.0134 0.09
H -2.55618 -2.83085 -1.96126 0.0096 0.0175 0.0122 0.10
H 1.00451 -1.54238 -1.30750 0.0196 0.0489 0.0113 0.06
H -0.51371 1.64254 3.80064 -0.0101 0.0199 0.0028 0.10
H -2.55302 3.24162 -2.33489 0.0048 -0.0012 0.0067 0.10
H -0.40491 5.06699 2.10159 -0.0028 0.0015 0.0042 0.10
H -4.57819 4.70061 2.89792 -0.0006 -0.0010 -0.0034 0.12
H 0.50445 -5.11742 -2.33190 -0.0066 0.0066 0.0099 0.12
H -5.54326 -2.30460 2.35372 -0.0102 -0.0069 -0.0032 0.12
H -0.66454 4.37549 -0.78490 -0.0050 0.0684 -0.0487 0.07
H 0.92226 -1.31298 4.49518 0.0056 -0.0014 -0.0008 0.11
H 0.86237 -2.34482 -3.54976 -0.0078 0.0035 0.0137 0.11
H 0.50067 1.55944 6.04358 -0.0025 0.0071 0.0036 0.12
H -4.58086 -5.46887 -0.38658 -0.0022 -0.0003 -0.0011 0.12
H 2.23955 3.59406 -0.11082 -0.0174 0.0169 -0.0314 0.04
H 2.40053 4.28009 -3.25637 -0.0004 -0.0022 -0.0005 0.11
H 4.26991 2.75443 4.40005 -0.0016 0.0040 -0.0037 0.12
H -1.78543 -4.89820 -2.81991 0.0081 -0.0039 0.0044 0.11
H -0.89587 2.70624 -6.96727 0.0004 0.0018 0.0006 0.12
H 1.79645 -0.74056 0.86730 -0.0765 -0.0133 -0.0256 0.06
H 4.19174 -2.02354 0.52935 -0.0047 0.0079 0.0037 0.12
H -2.77997 -4.78706 1.22960 -0.0147 -0.0095 -0.0002 0.12
H -2.42261 1.32207 1.41067 0.0156 -0.0161 0.0017 0.04
H 1.44266 -3.81845 1.51047 -0.0040 0.0052 0.0256 0.12
H 5.82879 -0.15855 -0.04447 -0.0009 -0.0074 0.0038 0.17
H 0.16890 -3.48291 5.05578 -0.0136 0.0089 -0.0075 0.11
H 0.63913 2.32517 -5.07733 -0.0035 -0.0029 0.0078 0.10
H 0.61913 -4.81486 -4.05186 -0.0007 -0.0036 0.0022 0.12
H 5.66093 2.30209 -0.99213 0.0186 -0.0013 0.0082 0.09
H -2.51156 6.05904 2.84060 0.0052 -0.0016 0.0030 0.12
H 0.28444 -5.34241 3.14388 0.0015 -0.0009 -0.0057 0.12
H 4.62498 3.87518 -4.21905 -0.0016 0.0005 -0.0003 0.12
H -6.33436 -3.68630 0.60163 0.0073 0.0109 -0.0095 0.11
H 1.99756 0.07408 -2.45014 -0.0087 0.0044 -0.0074 0.07
H 2.17009 -3.28494 -2.86097 -0.0077 -0.0170 -0.0082 0.12
H 1.85911 -1.87596 3.12918 0.0106 0.0103 -0.0107 0.11
H 1.28396 4.74459 0.82683 -0.0593 0.0111 -0.0272 0.09
H 3.28684 2.77843 2.14000 0.0033 0.0034 -0.0091 0.08
H -5.61150 -4.88324 1.64929 -0.0018 0.0031 0.0043 0.11
H -1.51338 -3.81089 -4.16409 0.0064 -0.0016 -0.0023 0.12
H -1.18483 -1.74425 3.19537 -0.0089 0.0192 0.0109 0.13
H -4.06070 3.64027 -4.23764 0.0013 0.0011 -0.0022 0.12
H -1.07108 -4.23652 3.18634 -0.0015 0.0147 0.0127 0.11
H 5.52833 1.57844 -4.33651 -0.0023 0.0018 0.0030 0.12
H 2.88784 2.12232 6.34475 -0.0002 -0.0029 -0.0006 0.12
H -4.17540 -3.33843 2.69713 0.0113 0.0001 -0.0030 0.11
```
Forces are in eV/Å.

Values from the calculation:
strongest force on any atom = 0.0178 Eh/bohr
total charge = +2
LUMO energy (alpha / beta) = -7.197 / -7.170 eV
HOMO-LUMO gap (alpha / beta) = 5.931 / 5.948 eV

=====

- Look up the total charge of the second one.
  +2

=====

- Which value of total charge does entry 1 give?
  -1